No. 1
A molecular structure, C19H47BaF9O14, computed with wB97M-V/def2-TZVPD.

XYZ file:
```
90
Properties=species:S:1:pos:R:3:forces:R:3
Ba -0.96708 -1.61416 1.38157 1.51 1.19 0.87
O 1.47185 -1.65205 2.13873 -0.85 -0.20 -1.27
H 1.71765 -0.71968 2.18060 -0.25 -0.03 0.71
C -0.68825 -0.32334 -1.80039 0.03 -1.70 0.38
O -0.17553 0.16656 -0.56262 -0.40 0.96 -0.10
O -1.22960 -1.51732 -1.51843 -0.54 -0.10 -0.03
C -1.68356 0.64102 -2.46595 0.45 0.80 -0.50
F -2.14192 0.11612 -3.62607 -0.19 -0.28 0.25
F -2.72978 1.03451 -1.74418 -0.19 -0.33 0.24
F -1.05474 1.78958 -2.86098 -0.05 0.04 0.06
C 0.77454 1.22624 -0.59488 1.11 0.53 -0.43
C 0.90094 1.92228 0.73584 0.58 -0.83 0.19
H -0.04684 2.29173 1.10184 0.10 0.13 -0.16
H 1.32857 1.25104 1.48579 -0.39 -0.10 0.08
H 1.66861 2.69574 0.66737 -0.32 0.30 -0.18
H 0.54896 1.98497 -1.34686 -0.41 -0.23 -0.05
H 1.74718 0.81027 -0.89488 -0.06 -0.13 0.11
H 0.12062 -0.40820 -2.55556 0.27 0.31 0.16
C -0.87326 1.27515 4.47156 -0.64 -1.11 0.33
O -2.33515 1.47468 4.45289 -0.27 0.41 0.44
O -0.57593 0.29066 3.68434 0.25 -0.55 -1.89
C -0.31375 2.66017 4.10158 0.20 -0.22 -0.32
F -0.62775 3.05266 2.84576 -0.33 0.14 0.26
F -0.79117 3.63729 4.91415 0.22 0.19 0.12
F 1.02336 2.69236 4.17114 0.03 0.11 0.15
C -2.95041 1.84688 5.68457 0.02 0.11 -1.48
C -4.32067 2.41437 5.32088 0.17 0.57 1.08
H -4.66124 3.06519 6.14075 -0.19 -0.43 0.16
H -4.22373 3.13343 4.50873 0.00 -0.47 -0.45
H -5.05612 1.62994 5.15953 -0.10 0.13 -0.37
H -2.38182 2.65302 6.14645 0.12 -0.31 0.45
H -3.02503 0.93581 6.28527 0.01 0.29 0.51
H -0.53422 1.02980 5.49774 -0.22 0.65 0.34
C 3.67104 0.73027 6.93210 -0.69 1.02 0.12
O 3.63275 0.35759 5.51027 0.50 -0.07 -0.19
O 2.84556 0.05106 7.63005 0.02 -0.48 0.46
C 5.13409 0.63104 7.47254 0.12 -0.39 -0.63
F 5.21331 1.01924 8.76222 -0.06 -0.26 0.17
F 5.63887 -0.61735 7.36774 0.07 0.03 0.37
F 6.05947 1.43120 6.84509 0.03 0.10 -0.07
C 4.14076 1.30543 4.59940 -0.32 0.23 -0.39
C 4.17683 0.69077 3.19583 0.15 -0.49 0.58
H 4.52731 -0.32425 3.40256 0.00 -0.08 -0.60
H 3.21631 0.63249 2.68024 -0.06 0.01 0.37
H 4.86101 1.19443 2.50850 0.13 0.07 0.20
H 5.15610 1.57929 4.88810 0.05 0.23 -0.20
H 3.51192 2.20841 4.57707 0.10 0.07 0.26
H 3.49379 1.85192 6.95244 0.10 0.06 -0.24
C 0.50783 -3.04289 -4.85476 0.22 0.71 -0.25
O 1.85808 -3.47021 -4.67418 -0.16 -0.14 0.04
H 0.14767 -2.39263 -4.05092 0.13 -0.27 0.24
H 0.43464 -2.43031 -5.76267 -0.22 -0.28 -0.13
H -0.13538 -3.91159 -4.93585 -0.02 -0.04 0.02
H 2.43529 -2.77884 -5.00329 0.06 0.03 0.15
C -4.52099 3.72412 -3.80091 -1.06 0.26 0.20
O -5.77507 4.44227 -3.88467 0.14 -0.47 -0.25
H -3.78599 4.50963 -3.93022 0.44 -0.36 0.12
H -4.47413 3.22175 -2.83378 0.45 0.20 0.09
H -4.45044 2.94350 -4.56121 0.17 0.23 -0.21
H -6.46167 3.77709 -3.98315 -0.11 0.11 0.06
C -2.86763 -0.77445 -6.72014 -0.05 0.08 0.09
O -3.06318 -2.12398 -6.32550 0.08 0.48 0.09
H -3.19868 -0.06638 -5.95291 0.02 -0.08 0.03
H -1.81080 -0.57196 -6.92423 -0.04 0.06 -0.12
H -3.46132 -0.57418 -7.61170 0.09 -0.15 -0.10
H -2.66483 -2.18569 -5.44396 0.00 -0.48 0.10
C -3.75754 -2.95695 -3.30329 -0.71 0.01 -0.40
O -2.38684 -3.07275 -3.59615 -0.07 -0.25 -0.08
H -4.10365 -1.91700 -3.34854 0.14 0.03 0.35
H -4.33768 -3.46416 -4.08006 0.26 -0.13 -0.05
H -4.04924 -3.42054 -2.35629 0.19 0.17 0.14
H -1.89843 -2.67213 -2.85051 0.18 0.57 0.16
C 2.90956 -1.91954 -0.85604 0.08 -0.97 0.79
O 3.42134 -1.52665 0.37994 0.78 0.65 -0.42
H 3.36661 -1.37795 -1.68821 -0.07 0.19 0.05
H 3.13807 -2.99309 -0.99242 -0.05 0.09 -0.39
H 1.82171 -1.83833 -0.86897 -0.25 0.27 -0.32
H 2.72324 -1.59354 1.08477 -0.39 -0.44 0.11
C 0.15158 -4.47075 -0.59610 -0.29 -0.75 0.33
O -0.46090 -4.31610 0.70789 0.15 0.54 -0.01
H 0.23837 -5.55187 -0.72883 0.07 0.10 -0.54
H -0.52728 -4.02189 -1.31385 -0.04 -0.08 -0.04
H 1.13038 -4.01034 -0.71652 -0.03 0.16 0.41
H 0.12924 -4.67667 1.37879 0.15 0.07 -0.09
C 1.74478 0.73397 -4.91570 -1.22 -1.48 0.06
O 1.93337 0.67566 -6.32888 0.28 0.57 0.07
H 2.60349 0.38968 -4.33558 0.25 0.53 -0.08
H 1.33112 1.68771 -4.60513 0.56 0.33 -0.21
H 0.93549 0.03092 -4.65558 0.11 0.07 0.06
H 2.03587 -0.24126 -6.59121 -0.02 -0.04 0.09
```
Positions in Å, forces in eV/Å.

Results
**E_HOMO**: -1.44 eV
**Net charge**: -2
**HOMO-LUMO gap**: 4.5 eV

No. 2
A single C14H15N3O2 molecule, computed with wB97M-V/def2-TZVPD.

XYZ file:
```
34
Properties=species:S:1:pos:R:3:forces:R:3
O -4.41111 1.58763 1.37263 -0.86 0.54 -0.18
C -3.23460 1.71452 2.18692 -0.51 1.07 -1.06
C -2.53327 3.05136 1.82590 0.71 -0.43 0.64
O -2.16931 2.99045 0.45704 0.02 -0.05 -0.18
C -1.13917 2.04028 0.17787 -1.28 -0.72 0.54
C -1.41514 0.66509 0.79757 -0.81 -0.40 0.54
C -0.75114 -0.51198 0.39920 -0.31 0.16 0.57
C 0.33179 -0.58853 -0.57287 0.40 0.42 -1.28
C 0.41023 -0.08329 -1.93967 0.32 -0.93 1.71
N 1.49281 -0.52568 -2.55490 0.02 -0.50 1.07
N 2.12896 -1.27765 -1.61810 0.64 -1.21 0.83
C 3.30676 -2.09515 -1.90918 0.51 0.63 -0.02
C 4.64733 -1.56214 -1.40055 -0.16 0.11 -0.94
C 4.29983 -1.60511 -2.90315 -0.41 2.05 0.35
C 1.46911 -1.34957 -0.39606 -0.33 0.72 -1.71
C -1.08005 -1.71571 1.03804 -1.14 0.90 1.62
N -1.98204 -1.80794 2.04626 0.21 0.31 -0.66
C -2.64958 -0.69709 2.38711 0.29 -0.48 -0.48
C -2.42822 0.53042 1.78685 1.98 0.30 -0.32
H -4.23994 1.83178 0.43197 0.32 -0.16 1.18
H -3.54042 1.70462 3.25141 0.03 -0.10 -0.62
H -3.16372 3.94920 1.98292 0.11 -0.73 -0.24
H -1.61177 3.19422 2.44094 -0.48 -0.16 -0.18
H -0.18617 2.43404 0.46741 0.77 0.20 0.38
H -1.14317 1.92185 -0.88579 0.07 0.12 -0.63
H -0.32130 0.52616 -2.42549 -0.06 0.20 -0.37
H 3.21147 -3.17737 -1.95443 -0.63 0.21 0.44
H 4.66376 -0.59551 -0.86455 -0.18 -0.66 -0.58
H 5.42055 -2.26028 -1.09496 -0.31 -0.01 0.16
H 4.76556 -2.32531 -3.53653 0.29 -0.48 -0.09
H 4.06735 -0.66001 -3.44400 0.19 -0.77 0.72
H 1.77229 -1.91830 0.49177 0.20 0.29 -0.81
H -0.55157 -2.62518 0.81187 0.02 -0.21 -0.27
H -3.43611 -0.75982 3.14655 0.37 -0.23 -0.12
```
Positions in Å, forces in eV/Å.

Results
**E_HOMO**: -8.73 eV
**SMILES string**: O[C@@H]1COCc2c(-c3cnn(C4CC4)c3)cncc21
**HOMO-LUMO gap**: 9.5 eV

No. 3
A molecular structure, C4H6O3Y, computed with wB97M-V/def2-TZVPD.

XYZ file:
```
14
Properties=species:S:1:pos:R:3:forces:R:3
H -1.93167 0.71731 0.26868 -0.27 0.04 0.31
C -1.20446 0.93266 1.06098 -0.56 -2.93 -2.29
C 0.09150 1.14675 0.71742 -1.33 4.51 3.83
H 0.29102 1.83510 -0.10611 -0.15 -0.97 -0.53
H 0.19177 1.86585 1.66193 1.81 -1.65 -0.79
O -1.74711 0.44680 2.21936 0.09 0.94 -0.64
O -1.20528 1.08941 3.37870 1.27 -1.39 1.44
Y -0.28003 -0.62980 4.49479 -0.88 1.59 -1.25
C 1.29626 -0.80237 -2.41894 -0.59 0.55 0.58
C 0.57046 -0.77173 -1.30948 0.22 -0.73 -0.89
O 1.36410 -1.83766 -3.31787 0.17 0.06 -0.11
H 1.86710 0.06532 -2.76957 -0.07 -0.46 0.19
H -0.12450 -1.48050 -0.85658 0.31 0.35 0.03
H 0.82084 -2.57715 -3.02330 -0.02 0.08 0.12
```
Positions in Å, forces in eV/Å.

Results
**E_HOMO (spin up / spin down)**: -6.68 / -6.68 eV
**2S+1**: 2
**HOMO-LUMO gap (spin up / spin down)**: 6.5 / 6.3 eV

No. 4
A single CH2ClNO molecule, computed with wB97M-V/def2-TZVPD.

XYZ file:
```
6
Properties=species:S:1:pos:R:3:forces:R:3
O -1.03951 -1.94747 -0.00038 1.25 1.48 0.20
N -0.42418 -0.79044 -0.01022 2.51 -4.97 -1.16
C -1.07814 0.30079 0.06557 -0.79 -2.15 -0.07
Cl -2.74453 0.21231 0.01141 -0.78 0.19 0.31
H 0.74271 -0.99230 -0.25989 -4.08 1.84 1.18
H -0.64183 1.16319 -0.15389 1.89 3.62 -0.45
```
Positions in Å, forces in eV/Å.

Results
**E_HOMO (spin up / spin down)**: -9.00 / -9.00 eV
**SMILES string**: [O-]/[NH+]=C\Cl
**HOMO-LUMO gap (spin up / spin down)**: 9.4 / 9.4 eV